Entry 1:
Here is a cluster of 6 separate species, C34H83O23P5 in total in a non-equilibrium geometry from OMol25. Energies are from ωB97M-V/def2-TZVPD.

The HOMO energy (spin up / spin down) is -11.643 / -11.643 eV. The spin multiplicity is 2. The LUMO energy (spin up / spin down) is -2.257 / -9.775 eV. The relative energy (zero: lowest compared OMol25 entry of this formula, charge and spin) is 0.0000 eV. As for the max |F|: 0.09771 hartree/bohr. The net charge is +1.

Each line ends with the Löwdin charge.
Geometry (Å):
C1 -3.809 1.450 7.909  -0.059
C2 -4.160 2.558 6.919  -0.285
O1 -4.908 2.127 5.801  -0.176
P1 -4.711 2.670 4.303  0.470
O2 -5.694 2.100 3.353  -0.246
O3 -3.171 2.222 4.077  -0.171
C3 -2.792 0.922 3.805  -0.346
C4 -1.790 0.436 4.717  -0.063
O4 -4.785 4.288 4.506  -0.173
C5 -4.476 5.131 3.335  -0.253
C6 -3.167 5.820 3.327  -0.083
H1 -3.595 0.544 7.343  0.063
H2 -2.884 1.637 8.455  0.076
H3 -4.564 1.376 8.692  0.077
H4 -4.893 3.191 7.419  0.116
H5 -3.312 3.231 6.787  0.120
H6 -3.603 0.199 3.714  0.120
H7 -2.454 0.883 2.769  0.100
H8 -1.028 1.161 5.004  0.101
H9 -2.191 -0.092 5.582  0.077
H10 -1.254 -0.335 4.163  0.074
H11 -4.649 4.517 2.451  0.106
H12 -5.277 5.869 3.301  0.123
H13 -2.351 5.116 3.487  0.077
H14 -3.002 6.354 2.391  0.083
H15 -3.039 6.686 3.977  0.081
C7 -8.083 -2.797 -3.369  0.020
C8 -6.633 -2.838 -4.037  -0.215
O5 -5.712 -1.997 -3.527  -0.019
P2 -4.776 -2.202 -2.159  0.635
O6 -3.487 -1.451 -2.098  -0.172
O7 -5.842 -1.991 -0.884  -0.102
C9 -5.322 -1.569 0.310  -0.316
C10 -6.400 -0.965 1.155  -0.033
O8 -4.643 -3.797 -2.334  -0.148
C11 -3.376 -4.402 -2.135  -0.229
C12 -3.562 -5.219 -0.866  -0.046
H16 -8.800 -3.561 -3.670  0.097
H17 -8.027 -2.885 -2.284  0.072
H18 -8.479 -1.790 -3.500  0.093
H19 -6.194 -3.835 -4.012  0.143
H20 -6.761 -2.509 -5.069  0.143
H21 -4.774 -2.342 0.848  0.138
H22 -4.548 -0.818 0.150  0.122
H23 -5.945 -0.748 2.121  0.087
H24 -6.779 -0.087 0.632  0.098
H25 -7.286 -1.566 1.361  0.092
H26 -3.216 -5.089 -2.967  0.137
H27 -2.512 -3.743 -2.045  0.123
H28 -2.641 -5.790 -0.744  0.088
H29 -3.527 -4.543 -0.012  0.068
H30 -4.389 -5.923 -0.955  0.096
C13 2.897 -3.191 -1.770  -0.040
C14 2.802 -3.201 -0.205  -0.287
O9 2.575 -4.484 0.344  -0.205
P3 3.838 -5.101 1.172  0.581
O10 4.314 -4.083 2.206  -0.270
O11 3.263 -6.429 2.016  -0.190
C15 2.178 -7.257 1.556  -0.277
C16 0.848 -6.626 1.782  -0.098
O12 4.791 -5.531 -0.076  -0.205
C17 5.968 -6.254 0.016  -0.292
C18 5.552 -7.701 -0.313  -0.054
H31 2.255 -3.956 -2.207  0.074
H32 2.670 -2.206 -2.178  0.068
H33 3.944 -3.337 -2.037  0.063
H34 3.519 -2.522 0.258  0.115
H35 1.913 -2.650 0.102  0.060
H36 2.275 -7.579 0.519  0.119
H37 2.182 -8.130 2.208  0.121
H38 0.006 -7.318 1.774  0.077
H39 0.784 -6.182 2.775  0.094
H40 0.529 -5.940 0.996  0.050
H41 6.582 -5.676 -0.675  0.128
H42 6.396 -6.327 1.015  0.114
H43 4.738 -7.671 -1.038  0.079
H44 6.367 -8.148 -0.881  0.074
H45 5.357 -8.265 0.599  0.081
C19 -0.677 -3.239 0.729  -0.071
C20 -1.370 -1.963 1.070  -0.254
O13 -0.450 -0.952 1.579  -0.210
P4 0.460 -0.091 0.533  0.582
O14 0.378 -0.582 -0.914  -0.273
O15 -0.190 1.419 0.776  -0.212
C21 -1.360 1.806 0.044  -0.279
C22 -1.516 3.303 0.154  -0.055
O16 1.987 -0.075 1.140  -0.178
C23 2.801 1.101 1.062  -0.281
C24 3.629 1.194 2.299  -0.074
H46 0.185 -3.413 1.372  0.086
H47 -1.327 -4.115 0.719  0.065
H48 -0.104 -3.137 -0.193  0.069
H49 -2.060 -1.531 0.346  0.095
H50 -1.925 -2.021 2.006  0.115
H51 -1.438 1.525 -1.006  0.120
H52 -2.199 1.281 0.502  0.094
H53 -1.058 3.742 1.040  0.077
H54 -1.077 3.825 -0.696  0.066
H55 -2.579 3.516 0.266  0.077
H56 3.447 1.087 0.184  0.112
H57 2.197 2.008 1.022  0.111
H58 4.039 0.223 2.578  0.086
H59 4.555 1.740 2.118  0.073
H60 3.025 1.496 3.155  0.086
C25 0.883 7.482 -7.040  -0.073
C26 -0.118 7.973 -5.914  -0.228
O17 -0.787 6.894 -5.199  -0.192
P5 0.099 5.860 -4.312  0.487
O18 -0.765 4.900 -3.540  -0.248
O19 0.931 7.013 -3.509  -0.185
C27 1.019 6.907 -2.087  -0.297
C28 0.384 8.171 -1.512  -0.066
O20 1.020 5.212 -5.419  -0.190
C29 1.594 3.986 -5.152  -0.310
C30 2.441 3.555 -6.330  -0.063
H61 0.440 6.630 -7.556  0.076
H62 0.983 8.327 -7.721  0.070
H63 1.883 7.318 -6.640  0.067
H64 0.487 8.617 -5.276  0.102
H65 -0.904 8.563 -6.386  0.113
H66 0.509 6.097 -1.565  0.101
H67 2.054 6.876 -1.748  0.113
H68 -0.648 7.988 -1.813  0.082
H69 0.562 8.256 -0.440  0.081
H70 0.785 9.040 -2.034  0.079
H71 2.231 4.181 -4.289  0.123
H72 0.897 3.174 -4.943  0.124
H73 1.770 3.366 -7.168  0.082
H74 3.358 4.088 -6.579  0.084
H75 2.676 2.514 -6.107  0.075
C31 6.680 1.177 -0.285  -0.054
C32 7.019 -0.260 -0.734  -0.216
O21 7.461 -1.000 0.368  0.053
C33 8.100 -2.124 0.149  -0.573
O22 8.591 -2.531 -0.919  0.101
O23 8.172 -2.734 1.319  0.008
C34 8.376 -4.087 1.436  -0.055
H76 5.798 1.156 0.355  0.038
H77 6.639 1.840 -1.149  0.084
H78 7.477 1.531 0.369  0.085
H79 7.859 0.028 -1.367  0.124
H80 6.157 -0.694 -1.240  0.130
H81 7.543 -4.532 0.891  0.069
H82 8.321 -4.287 2.506  0.105
H83 9.383 -4.455 1.240  0.105

---

Entry 2:
Here is a cluster of 9 separate species, C34H84Br3N6O6 in total in a non-equilibrium geometry from OMol25. Energies are from ωB97M-V/def2-TZVPD.

The HOMO energy is -13.858 eV. The LUMO energy is -8.124 eV. As for the max |F|: 0.22494 hartree/bohr. The net charge is +3.

Each line ends with the Löwdin charge.
Geometry (Å):
C1 25.553 11.893 17.793  -0.009
C2 25.713 11.258 19.248  -0.486
C3 26.096 12.363 20.191  -0.242
C4 25.937 12.122 21.582  -0.091
C5 24.141 11.886 21.547  -0.035
C6 23.533 10.538 20.980  -0.273
N1 24.233 10.742 19.424  0.044
O1 23.654 10.224 18.523  0.189
C7 21.970 10.089 20.649  0.049
C8 24.176 9.325 21.639  -0.049
C9 26.727 10.191 19.148  -0.010
H1 26.496 12.337 17.503  0.101
H2 24.834 12.686 17.804  0.082
H3 25.278 11.146 17.034  0.099
H4 25.421 13.207 19.836  0.148
H5 27.061 12.175 19.653  0.145
H6 26.232 12.954 22.362  0.153
H7 26.747 11.315 21.885  0.144
H8 23.793 12.751 21.024  0.090
H9 23.896 11.863 22.636  0.119
H10 21.775 9.448 21.486  0.083
H11 21.911 9.627 19.844  -0.026
H12 21.274 10.960 20.787  0.115
H13 23.961 9.233 22.735  0.122
H14 25.309 9.052 21.550  0.123
H15 23.610 8.471 21.189  0.095
H16 27.178 9.977 20.102  0.092
H17 27.453 10.605 18.432  0.120
H18 26.268 9.328 18.688  0.107
C10 19.002 15.588 10.577  0.028
C11 18.531 16.446 11.811  -0.373
C12 17.720 17.728 11.298  -0.075
C13 16.362 17.275 10.726  -0.130
C14 15.540 16.689 11.910  -0.140
C15 16.158 15.458 12.434  -0.441
N2 17.658 15.453 12.504  -0.024
O2 18.181 14.672 13.216  0.222
C16 15.773 14.298 11.434  0.034
C17 15.578 15.180 13.844  -0.094
C18 19.721 16.795 12.767  -0.028
H19 20.009 15.265 10.855  0.098
H20 19.144 16.179 9.700  0.088
H21 18.265 14.772 10.326  0.100
H22 18.346 18.130 10.480  0.136
H23 17.727 18.458 12.051  0.103
H24 16.446 16.579 10.019  0.055
H25 15.756 18.141 10.376  0.147
H26 14.459 16.591 11.695  0.153
H27 15.713 17.492 12.666  0.139
H28 16.131 13.397 11.877  0.081
H29 16.200 14.498 10.434  0.086
H30 14.673 14.335 11.388  0.104
H31 15.758 16.048 14.476  0.102
H32 15.932 14.285 14.321  -0.047
H33 14.541 15.252 13.748  0.054
H34 19.570 17.506 13.610  0.096
H35 20.467 17.441 12.227  0.115
H36 20.375 16.047 13.307  0.103
C19 17.849 7.772 15.461  -0.040
C20 17.648 9.252 15.526  -0.292
C21 18.338 10.122 14.397  -0.213
O3 19.675 9.738 14.366  -0.183
C22 20.239 10.394 13.221  -0.071
N3 16.173 9.651 15.398  0.106
H37 15.639 9.335 16.244  -0.081
H38 15.936 10.671 15.274  0.012
H39 15.718 9.156 14.635  0.007
H40 18.169 7.403 16.483  0.106
H41 18.767 7.519 14.884  0.099
H42 16.934 7.256 15.189  0.079
H43 17.928 9.573 16.588  0.166
H44 18.340 11.190 14.666  0.133
H45 17.818 9.871 13.475  0.122
H46 19.620 10.217 12.354  0.087
H47 21.232 10.008 13.093  0.092
H48 20.250 11.450 13.420  0.076
C23 12.795 8.495 9.362  -0.056
C24 13.334 7.148 8.841  -0.324
C25 13.311 7.094 7.325  -0.185
O4 13.763 5.783 6.942  -0.221
C26 13.508 5.511 5.576  -0.080
N4 14.653 6.617 9.287  0.189
H49 14.934 5.801 8.750  0.152
H50 15.422 7.302 9.403  0.155
H51 14.541 6.257 10.287  0.115
H52 13.013 9.299 8.709  0.068
H53 13.274 8.712 10.351  -0.040
H54 11.745 8.427 9.558  0.087
H55 12.608 6.362 9.158  0.168
H56 13.970 7.839 6.896  0.134
H57 12.247 7.177 6.957  0.163
H58 14.517 5.319 5.108  0.113
H59 13.166 6.431 5.128  0.075
H60 12.799 4.698 5.386  0.101
C27 13.591 13.070 18.428  -0.069
C28 12.065 12.746 18.597  -0.324
C29 11.286 13.113 17.331  -0.188
O5 10.050 12.387 17.292  -0.208
C30 9.203 13.080 16.415  -0.117
N5 11.860 11.308 18.840  0.112
H61 12.333 11.077 19.717  0.147
H62 10.814 10.963 18.785  0.214
H63 12.459 10.757 18.096  -0.070
H64 13.690 14.079 18.048  0.082
H65 13.903 12.346 17.675  -0.060
H66 14.221 12.835 19.304  0.093
H67 11.557 13.255 19.391  0.143
H68 11.864 12.843 16.432  0.071
H69 10.958 14.139 17.347  0.128
H70 8.529 13.712 17.006  0.113
H71 8.654 12.360 15.846  0.072
H72 9.702 13.626 15.606  0.099
C31 10.183 10.469 13.987  -0.022
C32 11.551 10.073 13.576  -0.334
C33 12.257 11.124 12.674  -0.250
O6 11.558 11.068 11.431  -0.216
C34 12.083 12.097 10.620  -0.113
N6 12.500 9.815 14.727  0.154
H73 13.172 9.129 14.389  0.032
H74 13.153 10.605 14.977  -0.038
H75 12.114 9.382 15.525  0.074
H76 9.732 10.796 13.011  0.121
H77 10.070 11.244 14.760  0.063
H78 9.763 9.565 14.398  0.091
H79 11.524 9.148 12.977  0.147
H80 13.326 10.751 12.538  0.087
H81 12.150 12.095 13.139  0.081
H82 12.119 13.051 11.207  0.088
H83 11.399 12.228 9.728  0.112
H84 13.135 11.738 10.324  0.105
Br1 14.344 12.580 15.105  0.167
Br2 13.991 9.384 17.676  0.059
Br3 14.679 8.121 12.343  -0.158

---

Entry 3:
Here is a structure of composition C34H84N4O8 in a non-equilibrium geometry from OMol25. Energies are from ωB97M-V/def2-TZVPD.

The HOMO energy is -11.099 eV. The LUMO energy is -4.561 eV. The relative energy (zero: lowest compared OMol25 entry of this formula, charge and spin) is 25.9351 eV. As for the max |F|: 0.26925 hartree/bohr. The net charge is +2.

Each line ends with the Löwdin charge.
Geometry (Å):
C1 6.809 -7.072 -19.274  -0.174
O1 6.948 -5.707 -19.448  -0.498
H1 6.827 -7.664 -20.190  0.056
H2 7.604 -7.341 -18.580  0.060
H3 5.809 -7.177 -18.852  0.067
C2 4.348 -4.076 -16.705  -0.025
C3 5.608 -3.706 -15.965  -0.143
N1 6.862 -4.464 -16.457  -0.174
C4 8.002 -4.040 -15.556  -0.001
C5 6.602 -6.000 -16.266  -0.041
C6 7.927 -6.923 -16.348  -0.030
C7 7.324 -4.187 -17.936  -0.104
C8 7.456 -2.704 -18.258  -0.201
O2 8.649 -2.262 -17.703  -0.281
C9 8.746 -0.798 -17.490  0.003
H4 4.654 -3.908 -17.738  0.054
H5 3.586 -3.417 -16.288  0.110
H6 4.024 -5.116 -16.671  0.061
H7 5.549 -4.092 -14.947  0.127
H8 5.791 -2.635 -15.885  0.126
H9 8.972 -4.396 -15.904  0.103
H10 7.848 -4.465 -14.564  0.113
H11 8.158 -2.963 -15.487  0.098
H12 5.940 -6.237 -17.099  0.059
H13 6.146 -6.103 -15.281  0.145
H14 8.468 -6.714 -17.271  0.006
H15 7.638 -7.966 -16.473  0.097
H16 8.618 -6.810 -15.512  0.086
H17 6.532 -4.548 -18.593  0.054
H18 8.135 -4.861 -18.212  0.064
H19 6.518 -2.229 -17.970  0.147
H20 7.652 -2.620 -19.327  0.078
H21 8.276 -0.519 -16.548  0.096
H22 8.116 -0.275 -18.210  0.102
H23 9.751 -0.378 -17.521  0.106
C10 7.455 -7.963 -22.457  -0.078
C11 8.555 -8.546 -21.573  -0.111
N2 8.604 -10.067 -21.463  -0.193
C12 7.206 -10.548 -20.854  0.066
C13 8.829 -10.780 -22.861  -0.089
C14 8.345 -12.234 -22.927  -0.059
C15 9.690 -10.489 -20.482  -0.064
C16 9.653 -9.855 -19.081  -0.169
O3 10.521 -8.780 -19.108  -0.186
C17 10.313 -7.757 -18.180  -0.102
H24 6.444 -7.970 -22.050  0.116
H25 7.429 -8.175 -23.526  0.073
H26 7.567 -6.888 -22.593  0.042
H27 8.351 -8.160 -20.575  0.087
H28 9.594 -8.249 -21.721  0.114
H29 6.426 -10.681 -21.604  0.103
H30 6.864 -9.821 -20.118  0.097
H31 7.325 -11.545 -20.430  0.110
H32 9.902 -10.672 -23.020  0.131
H33 8.275 -10.150 -23.557  0.099
H34 7.338 -12.538 -22.644  0.086
H35 9.069 -13.026 -22.736  0.093
H36 8.156 -12.387 -23.990  0.088
H37 10.682 -10.403 -20.926  0.117
H38 9.688 -11.579 -20.499  0.138
H39 10.099 -10.538 -18.357  0.145
H40 8.703 -9.570 -18.630  0.129
H41 9.953 -8.213 -17.257  0.100
H42 9.507 -7.105 -18.515  0.004
H43 11.223 -7.175 -18.033  0.125
C18 9.667 -2.332 -19.651  -0.049
C19 10.216 -3.405 -20.692  -0.102
N3 9.356 -4.647 -20.785  -0.129
C20 9.420 -5.482 -19.462  0.013
C21 7.874 -4.319 -21.023  -0.185
C22 7.560 -3.406 -22.210  -0.023
C23 9.880 -5.540 -22.024  -0.007
C24 11.324 -5.960 -21.875  -0.133
O4 11.310 -7.207 -21.104  -0.241
C25 12.228 -8.147 -21.562  -0.094
H44 10.448 -1.586 -19.503  0.101
H45 9.519 -2.658 -18.622  0.006
H46 8.779 -1.769 -19.939  0.081
H47 11.167 -3.750 -20.286  0.114
H48 10.402 -3.099 -21.722  0.125
H49 9.164 -4.832 -18.625  0.084
H50 10.461 -5.772 -19.316  0.098
H51 8.774 -6.347 -19.612  0.076
H52 7.497 -3.936 -20.074  0.084
H53 7.426 -5.278 -21.280  -0.066
H54 7.704 -3.840 -23.200  0.100
H55 8.120 -2.470 -22.194  0.109
H56 6.556 -2.985 -22.168  0.036
H57 9.669 -5.018 -22.957  0.139
H58 9.235 -6.418 -22.072  0.095
H59 12.023 -5.240 -21.450  0.132
H60 11.736 -6.084 -22.876  0.133
H61 12.165 -9.115 -21.065  0.083
H62 13.257 -7.788 -21.525  0.105
H63 12.018 -8.185 -22.631  0.091
C26 5.000 -3.838 -20.185  -0.026
C27 4.942 -3.862 -21.722  -0.098
N4 5.041 -5.311 -22.375  -0.118
C28 6.521 -5.776 -22.174  -0.090
C29 4.067 -6.298 -21.697  -0.118
C30 2.592 -5.922 -21.751  -0.026
C31 4.652 -5.234 -23.919  -0.009
C32 5.231 -6.385 -24.816  -0.187
O5 5.132 -7.671 -24.302  -0.201
C33 5.887 -8.717 -24.996  -0.038
H64 5.916 -4.274 -19.787  0.032
H65 4.124 -4.326 -19.758  0.090
H66 4.889 -2.784 -19.928  0.113
H67 5.735 -3.303 -22.219  0.025
H68 3.972 -3.503 -22.066  0.134
H69 6.721 -6.827 -22.384  -0.069
H70 6.889 -5.641 -21.157  0.036
H71 7.093 -5.149 -22.858  0.096
H72 4.572 -6.306 -20.731  0.114
H73 4.311 -7.240 -22.188  0.117
H74 1.861 -6.664 -21.429  0.101
H75 2.179 -5.676 -22.729  0.078
H76 2.445 -5.118 -21.031  0.082
H77 5.046 -4.270 -24.240  0.129
H78 3.585 -5.037 -24.020  0.117
H79 6.301 -6.229 -24.953  0.121
H80 4.775 -6.241 -25.796  0.138
H81 6.962 -8.755 -24.820  0.056
H82 5.722 -8.531 -26.057  0.104
H83 5.375 -9.644 -24.735  0.111
O6 4.465 -6.346 -17.773  -0.093
C34 3.631 -7.295 -17.332  -0.850
O7 4.079 -8.522 -17.281  -0.079
O8 2.588 -6.909 -16.891  0.060
H84 5.128 -7.027 -17.909  0.013

---

Q: The highest net charge belongs to which entry?
A: C34H84Br3N6O6

---

Q: Number 2 is which compound?
A: C34H84Br3N6O6

---

Q: The highest max |F| belongs to which entry?
A: C34H84N4O8